(1)
Formula: C18H29NO2
Source: the OMol25 dataset
Level of theory: ωB97M-V/def2-TZVPD

Calculated values
DFT total energy ... -24720.9495 eV
HOMO ... -8.402 eV
Energy above the lowest of the compared OMol25 structures with the same formula, charge and spin ... 27.3 kcal per mole
SMILES ... CC[C@H](C)c1ccccc1OCCOCCN1CCCC1
Spin multiplicity ... 1

CARTESIAN COORDINATES (ANGSTROEM)
C 3.350 1.133 2.984
C 3.611 -0.312 2.579
C 2.910 -1.309 3.512
C 3.251 -2.751 3.129
C 1.415 -1.095 3.543
C 0.804 -0.761 4.741
C -0.560 -0.548 4.836
C -1.340 -0.671 3.704
C -0.758 -1.004 2.493
C 0.611 -1.221 2.397
O 1.246 -1.577 1.235
C 0.546 -1.575 0.018
C 0.295 -0.159 -0.511
O -0.574 -0.256 -1.612
C -0.872 0.993 -2.195
C -1.863 0.763 -3.336
N -2.305 2.032 -3.886
C -3.562 1.954 -4.613
C -3.219 1.489 -6.042
C -1.775 1.971 -6.242
C -1.391 2.585 -4.875
H 3.874 1.816 2.320
H 3.692 1.314 4.001
H 2.286 1.356 2.939
H 3.269 -0.476 1.558
H 4.686 -0.508 2.609
H 3.286 -1.133 4.527
H 2.926 -2.959 2.114
H 2.756 -3.446 3.803
H 4.325 -2.911 3.192
H 1.417 -0.662 5.626
H -1.006 -0.286 5.784
H -2.407 -0.508 3.752
H -1.392 -1.095 1.624
H 1.187 -2.117 -0.683
H -0.408 -2.109 0.088
H 1.248 0.308 -0.805
H -0.153 0.465 0.279
H 0.051 1.465 -2.563
H -1.322 1.669 -1.453
H -1.397 0.101 -4.080
H -2.725 0.241 -2.917
H -3.983 2.963 -4.643
H -4.270 1.299 -4.108
H -3.280 0.402 -6.109
H -3.904 1.912 -6.774
H -1.695 2.711 -7.036
H -1.114 1.141 -6.489
H -1.543 3.667 -4.895
H -0.355 2.389 -4.602


(2)
Formula: C60H54F6O8
Source: the OMol25 dataset
Level of theory: ωB97M-V/def2-TZVPD

Calculated values
Total charge ... -1
DFT total energy ... -95777.0387 eV
HOMO (spin up / spin down) ... 0.375 / -4.193 eV
Spin multiplicity ... 2

CARTESIAN COORDINATES (ANGSTROEM)
F 1.472 -1.074 3.206
C 2.635 -1.748 2.786
C 2.581 -2.579 1.721
C 3.645 -3.362 1.263
C 4.866 -3.160 1.952
C 4.972 -2.313 3.041
C 3.849 -1.650 3.474
H 1.628 -2.764 1.248
H 3.517 -4.034 0.427
H 5.775 -3.639 1.620
H 5.907 -2.203 3.571
H 4.006 -0.916 4.250
F -2.455 0.269 -1.062
C -1.160 0.684 -0.903
C -0.895 1.949 -1.353
C 0.362 2.465 -1.247
C 1.304 1.760 -0.449
C 0.999 0.513 0.075
C -0.251 -0.044 -0.128
H -1.621 2.489 -1.942
H 0.675 3.342 -1.794
H 2.295 2.148 -0.262
H 1.715 -0.128 0.567
H -0.616 -0.969 0.295
F -2.609 4.322 -0.086
C -3.490 4.398 0.930
C -4.880 4.331 0.718
C -5.749 4.557 1.859
C -5.177 4.648 3.126
C -3.789 4.813 3.281
C -2.981 4.682 2.189
H -5.149 4.062 -0.293
H -6.802 4.758 1.723
H -5.769 4.734 4.025
H -3.374 5.044 4.251
H -1.927 4.850 2.353
F -2.038 -3.589 0.527
C -1.484 -4.216 1.577
C -1.601 -5.609 1.685
C -1.078 -6.208 2.788
C -0.415 -5.448 3.720
C -0.216 -4.101 3.581
C -0.786 -3.432 2.512
H -2.296 -6.093 1.015
H -1.155 -7.274 2.942
H 0.075 -5.947 4.543
H 0.337 -3.568 4.340
H -0.758 -2.352 2.504
F 4.046 1.448 -2.129
C 3.866 0.744 -3.277
C 2.866 1.143 -4.151
C 2.656 0.494 -5.343
C 3.383 -0.610 -5.596
C 4.346 -1.164 -4.750
C 4.623 -0.423 -3.571
H 2.327 2.039 -3.879
H 1.923 0.974 -5.974
H 3.239 -1.162 -6.513
H 4.906 -2.039 -5.047
H 5.321 -0.924 -2.917
F -0.601 0.576 -5.260
C -1.888 0.531 -5.369
C -2.503 -0.172 -6.412
C -3.916 -0.338 -6.454
C -4.685 0.358 -5.538
C -4.067 1.097 -4.531
C -2.669 1.226 -4.437
H -1.895 -0.761 -7.083
H -4.379 -0.966 -7.200
H -5.762 0.333 -5.456
H -4.649 1.697 -3.848
H -2.267 1.906 -3.700
C -3.779 -2.719 -3.970
C -4.096 -3.689 -4.907
C -5.195 -4.485 -4.674
C -6.008 -4.288 -3.539
C -5.696 -3.303 -2.594
C -4.524 -2.578 -2.815
O -4.189 -1.604 -1.952
O -5.576 -5.507 -5.508
H -3.036 -1.999 -4.279
H -3.478 -3.849 -5.779
H -6.867 -4.925 -3.387
H -6.411 -3.137 -1.802
H -3.552 -0.978 -2.305
H -5.789 -5.211 -6.396
C -4.313 -2.385 2.888
C -3.792 -1.923 4.107
C -3.187 -0.684 4.079
C -3.339 0.150 2.964
C -4.020 -0.246 1.811
C -4.420 -1.569 1.787
O -4.910 -2.065 0.647
O -2.536 -0.251 5.181
H -4.704 -3.390 2.833
H -3.839 -2.594 4.952
H -2.938 1.152 3.007
H -3.970 0.306 0.884
H -4.462 -1.784 -0.154
H -2.383 -1.021 5.733
C 8.022 0.796 2.406
C 7.708 0.678 1.036
C 6.437 0.922 0.484
C 5.405 1.372 1.265
C 5.695 1.449 2.654
C 6.964 1.166 3.203
O 7.093 1.452 4.582
O 6.326 0.726 -0.847
H 9.019 0.560 2.747
H 8.475 0.434 0.316
H 4.454 1.677 0.854
H 4.928 1.870 3.287
H 6.303 1.572 5.115
H 5.525 1.068 -1.251
C 4.239 4.398 2.672
C 4.151 4.827 1.359
C 2.878 4.750 0.820
C 1.756 4.344 1.521
C 1.900 3.848 2.849
C 3.163 3.893 3.426
O 3.431 3.390 4.648
O 2.651 5.052 -0.507
H 5.193 4.484 3.170
H 5.013 5.142 0.791
H 0.757 4.230 1.129
H 1.071 3.614 3.499
H 2.662 3.319 5.218
H 3.475 5.135 -0.992


Copy entry 1 word for word.
Formula: C18H29NO2
Source: the OMol25 dataset
Level of theory: ωB97M-V/def2-TZVPD

Calculated values
DFT total energy ... -24720.9495 eV
HOMO ... -8.402 eV
Energy above the lowest of the compared OMol25 structures with the same formula, charge and spin ... 27.3 kcal per mole
SMILES ... CC[C@H](C)c1ccccc1OCCOCCN1CCCC1
Spin multiplicity ... 1

CARTESIAN COORDINATES (ANGSTROEM)
C 3.350 1.133 2.984
C 3.611 -0.312 2.579
C 2.910 -1.309 3.512
C 3.251 -2.751 3.129
C 1.415 -1.095 3.543
C 0.804 -0.761 4.741
C -0.560 -0.548 4.836
C -1.340 -0.671 3.704
C -0.758 -1.004 2.493
C 0.611 -1.221 2.397
O 1.246 -1.577 1.235
C 0.546 -1.575 0.018
C 0.295 -0.159 -0.511
O -0.574 -0.256 -1.612
C -0.872 0.993 -2.195
C -1.863 0.763 -3.336
N -2.305 2.032 -3.886
C -3.562 1.954 -4.613
C -3.219 1.489 -6.042
C -1.775 1.971 -6.242
C -1.391 2.585 -4.875
H 3.874 1.816 2.320
H 3.692 1.314 4.001
H 2.286 1.356 2.939
H 3.269 -0.476 1.558
H 4.686 -0.508 2.609
H 3.286 -1.133 4.527
H 2.926 -2.959 2.114
H 2.756 -3.446 3.803
H 4.325 -2.911 3.192
H 1.417 -0.662 5.626
H -1.006 -0.286 5.784
H -2.407 -0.508 3.752
H -1.392 -1.095 1.624
H 1.187 -2.117 -0.683
H -0.408 -2.109 0.088
H 1.248 0.308 -0.805
H -0.153 0.465 0.279
H 0.051 1.465 -2.563
H -1.322 1.669 -1.453
H -1.397 0.101 -4.080
H -2.725 0.241 -2.917
H -3.983 2.963 -4.643
H -4.270 1.299 -4.108
H -3.280 0.402 -6.109
H -3.904 1.912 -6.774
H -1.695 2.711 -7.036
H -1.114 1.141 -6.489
H -1.543 3.667 -4.895
H -0.355 2.389 -4.602


What did the first record say?
Formula: C18H29NO2
Source: the OMol25 dataset
Level of theory: ωB97M-V/def2-TZVPD

Calculated values
DFT total energy ... -24720.9495 eV
HOMO ... -8.402 eV
Energy above the lowest of the compared OMol25 structures with the same formula, charge and spin ... 27.3 kcal per mole
SMILES ... CC[C@H](C)c1ccccc1OCCOCCN1CCCC1
Spin multiplicity ... 1

CARTESIAN COORDINATES (ANGSTROEM)
C 3.350 1.133 2.984
C 3.611 -0.312 2.579
C 2.910 -1.309 3.512
C 3.251 -2.751 3.129
C 1.415 -1.095 3.543
C 0.804 -0.761 4.741
C -0.560 -0.548 4.836
C -1.340 -0.671 3.704
C -0.758 -1.004 2.493
C 0.611 -1.221 2.397
O 1.246 -1.577 1.235
C 0.546 -1.575 0.018
C 0.295 -0.159 -0.511
O -0.574 -0.256 -1.612
C -0.872 0.993 -2.195
C -1.863 0.763 -3.336
N -2.305 2.032 -3.886
C -3.562 1.954 -4.613
C -3.219 1.489 -6.042
C -1.775 1.971 -6.242
C -1.391 2.585 -4.875
H 3.874 1.816 2.320
H 3.692 1.314 4.001
H 2.286 1.356 2.939
H 3.269 -0.476 1.558
H 4.686 -0.508 2.609
H 3.286 -1.133 4.527
H 2.926 -2.959 2.114
H 2.756 -3.446 3.803
H 4.325 -2.911 3.192
H 1.417 -0.662 5.626
H -1.006 -0.286 5.784
H -2.407 -0.508 3.752
H -1.392 -1.095 1.624
H 1.187 -2.117 -0.683
H -0.408 -2.109 0.088
H 1.248 0.308 -0.805
H -0.153 0.465 0.279
H 0.051 1.465 -2.563
H -1.322 1.669 -1.453
H -1.397 0.101 -4.080
H -2.725 0.241 -2.917
H -3.983 2.963 -4.643
H -4.270 1.299 -4.108
H -3.280 0.402 -6.109
H -3.904 1.912 -6.774
H -1.695 2.711 -7.036
H -1.114 1.141 -6.489
H -1.543 3.667 -4.895
H -0.355 2.389 -4.602


- The highest spin multiplicity belongs to which entry?
  C60H54F6O8